86
Properties=species:S:1:pos:R:3:forces:R:3 method="wB97M-V/def2-TZVPD" energy_ha=-2616.20712 e_homo_ev="-10.21 / -10.16" s2=0.759 charge=+1 gap_ev="5.620 / 5.562" multiplicity=2
Ir -0.3951 0.5489 1.1362 -0.150 0.319 -0.205
N -2.6249 0.9068 0.7453 0.058 -0.158 -0.027
N -3.3446 0.3405 -0.3220 0.067 -0.023 -0.015
C -2.8775 -0.6456 -1.0961 -0.121 0.051 0.044
N -3.6498 -1.0685 -2.0849 -0.098 0.068 -0.074
N -1.6814 -1.1695 -0.7352 0.258 0.201 -0.121
N -1.1650 -2.1034 -1.4920 -0.280 0.017 0.103
O -0.1433 -2.6993 -0.9817 0.168 -0.090 0.054
O -1.5976 -2.4980 -2.5513 0.184 -0.064 -0.089
H -3.0792 0.6391 1.6180 0.017 0.002 -0.004
H -2.6646 1.9196 0.6466 0.010 0.003 0.014
H -4.2986 0.6437 -0.4510 0.016 0.042 -0.035
H -4.5347 -0.6284 -2.2778 0.009 0.027 0.012
H -3.2822 -1.7550 -2.7260 -0.030 -0.002 0.017
C -4.5300 -2.0427 3.7351 -0.012 -0.007 -0.012
C -3.7356 -1.2976 4.5954 0.012 -0.001 -0.003
C -2.4453 -0.9441 4.2260 0.024 0.023 -0.005
C -1.9609 -1.3356 2.9859 -0.031 -0.042 -0.009
C -2.7486 -2.0818 2.1177 0.016 -0.041 0.051
C -4.0320 -2.4426 2.5006 -0.003 0.005 0.022
N -0.6641 -0.9066 2.5566 -0.033 0.028 0.034
N 0.2760 -1.1533 3.3651 0.024 -0.046 -0.050
C 1.4606 -0.5601 2.9708 0.060 0.033 0.026
C 2.6221 -0.8399 3.7009 -0.029 -0.037 0.026
C 3.8075 -0.2581 3.3195 0.027 0.002 -0.016
C 3.8222 0.6032 2.2162 -0.006 -0.031 0.024
C 2.6679 0.8872 1.5075 -0.062 -0.002 -0.145
C 1.4322 0.3196 1.8619 0.015 -0.042 -0.033
H -5.5320 -2.3235 4.0304 -0.001 0.003 0.002
H -4.1189 -0.9932 5.5601 0.001 0.000 0.002
H -1.8063 -0.3676 4.8824 -0.018 0.002 0.009
H -2.3293 -2.4027 1.1735 -0.028 -0.018 0.087
H -4.6392 -3.0531 1.8444 -0.004 -0.001 -0.001
H 2.5617 -1.5127 4.5465 0.002 0.006 0.008
H 4.7201 -0.4593 3.8632 -0.002 -0.002 0.008
H 4.7555 1.0668 1.9199 -0.002 0.000 -0.005
H 2.7284 1.5736 0.6694 -0.004 -0.043 0.018
C -0.6001 1.9749 -2.4510 0.050 0.005 0.035
Si -0.6373 3.2241 -1.0347 -0.027 -0.038 -0.084
C 0.4888 4.6249 -1.5687 -0.011 0.038 0.055
C -2.4140 3.8818 -1.0271 0.007 0.004 0.024
C -0.0657 2.5549 0.6143 0.021 -0.202 0.090
Si -0.5399 3.5829 2.1251 0.004 -0.012 -0.031
C -0.2996 5.4171 1.7961 -0.016 0.005 0.009
C -2.3393 3.3506 2.6661 -0.004 -0.008 0.024
C 0.4944 3.1479 3.6240 0.013 -0.008 -0.007
H -0.6576 2.5146 -3.4001 0.017 -0.017 -0.010
H -1.4462 1.2856 -2.4337 -0.056 -0.097 0.067
H 0.3178 1.3831 -2.4538 0.018 -0.013 0.020
H 0.3080 4.8931 -2.6121 -0.014 -0.001 0.005
H 1.5394 4.3384 -1.4762 -0.010 -0.014 -0.017
H 0.3400 5.5197 -0.9632 0.013 -0.001 0.000
H -2.5825 4.4283 -1.9589 -0.001 -0.008 -0.003
H -2.6072 4.5765 -0.2083 -0.002 0.010 -0.003
H -3.1837 3.1024 -0.9984 -0.002 -0.024 0.007
H 1.0195 2.7297 0.5812 0.013 0.004 0.010
H -1.0002 5.8121 1.0573 0.010 0.003 -0.003
H 0.7117 5.6251 1.4398 0.002 -0.005 0.012
H -0.4442 5.9814 2.7206 -0.012 -0.001 0.000
H -3.0921 3.5721 1.9042 0.010 0.007 -0.022
H -2.5308 4.0454 3.4880 -0.005 -0.004 0.005
H -2.5120 2.3451 3.0645 -0.003 0.015 0.007
H 1.5640 3.2181 3.4146 0.009 -0.007 -0.017
H 0.2958 2.1330 3.9740 -0.003 -0.013 -0.005
H 0.2684 3.8394 4.4400 0.012 -0.001 0.002
C 3.9499 -5.1029 -5.7940 -0.006 -0.003 0.012
C 3.4449 -4.3211 -4.6161 0.004 -0.006 -0.005
C 3.1756 -4.9443 -3.4020 0.008 0.006 0.040
C 2.7178 -4.2389 -2.3006 0.007 -0.027 0.020
C 2.4508 -4.9970 -1.0294 0.026 0.050 0.043
C 2.4981 -2.8489 -2.4315 0.006 0.086 0.116
Te 1.7786 -1.7657 -0.8027 -0.036 0.027 0.016
C 2.7746 -2.1954 -3.6493 -0.008 0.109 -0.087
C 2.6262 -0.7128 -3.8860 -0.020 0.001 0.020
C 3.2457 -2.9513 -4.7144 -0.007 0.021 0.003
H 4.1027 -6.1503 -5.5416 -0.001 0.001 0.000
H 4.8961 -4.6942 -6.1507 -0.001 0.004 0.001
H 3.2409 -5.0507 -6.6218 -0.001 0.004 0.003
H 3.3379 -6.0118 -3.3091 0.000 0.005 0.002
H 2.9518 -5.9627 -1.0536 -0.020 -0.009 -0.007
H 1.3825 -5.1757 -0.8989 -0.040 0.005 0.011
H 2.7986 -4.4510 -0.1519 -0.001 -0.044 -0.020
H 2.2670 -0.1677 -3.0162 0.001 -0.024 -0.051
H 1.9335 -0.5304 -4.7092 0.004 -0.006 -0.003
H 3.5884 -0.2862 -4.1721 0.003 -0.001 -0.005
H 3.4701 -2.4498 -5.6500 -0.005 0.002 0.007